No. 1
Computed, not measured: a cluster of 9 separate species, C38H51N3O18 in total at a distorted geometry, with ωB97M-V/def2-TZVPD.

Each line ends with the Mulliken charge.
Atoms and positions in Å:
N: 3.529 -19.802 15.362  -0.5837
C: 2.730 -18.757 15.105  -0.3938
C: 1.340 -18.942 15.099  -0.4871
C: 0.873 -20.227 15.421  0.2758
C: 1.672 -21.328 15.627  -0.1949
C: 3.036 -21.060 15.565  -0.3446
H: 3.260 -17.875 14.780  0.3747
H: 0.664 -18.148 14.818  0.4288
H: -0.179 -20.327 15.643  0.2701
H: 1.352 -22.307 15.952  0.2802
H: 3.717 -21.878 15.754  0.3676
N: -5.930 -20.783 13.877  0.8903
C: -4.951 -21.542 14.437  -0.3470
C: -3.728 -20.971 14.823  -0.5081
C: -3.511 -19.610 14.702  -0.8636
C: -4.463 -18.815 14.078  -1.0705
C: -5.644 -19.487 13.670  -1.2720
H: -5.163 -22.579 14.652  0.1133
H: -3.010 -21.652 15.255  0.4190
H: -2.568 -19.188 15.017  0.7551
H: -4.251 -17.785 13.833  0.7545
H: -6.372 -18.883 13.149  0.8437
C: -3.790 -25.490 15.642  -1.4695
C: -2.762 -25.408 16.716  0.4042
C: -1.338 -25.822 16.331  -0.5848
O: -0.565 -24.634 16.481  -0.3481
C: -1.338 -23.645 16.902  0.5588
O: -0.937 -22.469 17.047  -0.4266
O: -2.594 -24.075 16.958  -0.1801
H: -3.621 -24.810 14.806  0.3440
H: -4.762 -25.236 16.063  0.3685
H: -3.829 -26.490 15.211  0.4937
H: -3.127 -26.050 17.517  0.2374
H: -1.407 -26.196 15.309  0.2866
H: -1.105 -26.733 16.882  0.3618
C: -9.075 -13.579 11.071  -1.5019
C: -8.680 -14.709 12.024  0.4256
C: -8.284 -15.968 11.289  -0.5855
O: -7.241 -16.435 12.063  0.1722
C: -6.743 -15.413 12.771  0.3471
O: -5.687 -15.419 13.381  -0.5966
O: -7.472 -14.325 12.667  -0.3653
H: -8.279 -13.278 10.390  0.3799
H: -9.292 -12.687 11.660  0.3752
H: -9.905 -13.862 10.424  0.3706
H: -9.426 -15.007 12.762  0.3276
H: -8.061 -15.718 10.252  0.3054
H: -9.237 -16.497 11.295  0.3339
C: -4.715 -18.030 9.582  -1.5935
C: -3.753 -18.402 10.764  2.3950
C: -2.387 -18.914 10.310  -0.4016
O: -1.516 -17.921 10.838  -0.3583
C: -2.199 -16.945 11.468  0.5928
O: -1.751 -15.826 11.855  -0.6409
O: -3.470 -17.268 11.522  -0.2183
H: -5.748 -17.792 9.835  0.0245
H: -4.796 -18.944 8.994  0.4568
H: -4.331 -17.344 8.826  0.4719
H: -4.314 -19.136 11.342  -1.3318
H: -2.279 -18.974 9.227  0.2856
H: -2.187 -19.935 10.636  0.3360
C: -5.031 -19.199 18.000  -1.2516
C: -4.069 -19.766 19.055  0.2287
C: -3.471 -21.112 18.705  0.3665
O: -2.155 -20.879 19.033  -0.2725
C: -1.941 -19.577 19.347  0.6245
O: -0.868 -19.078 19.727  -0.6376
O: -3.034 -18.881 19.326  -0.3548
H: -5.482 -18.291 18.400  0.5455
H: -5.921 -19.758 17.712  0.2676
H: -4.520 -18.901 17.084  0.2041
H: -4.623 -19.767 19.993  0.2391
H: -3.580 -21.303 17.638  -0.2800
H: -3.846 -21.850 19.415  0.2974
C: -8.967 -19.933 10.052  -1.7375
C: -8.041 -20.543 11.114  1.8805
C: -8.103 -22.065 11.186  -0.3460
O: -6.738 -22.428 11.172  -0.3529
C: -6.004 -21.394 10.765  0.5717
O: -4.836 -21.472 10.410  -0.6127
O: -6.716 -20.281 10.699  -0.0952
H: -10.028 -19.862 10.290  0.3563
H: -8.821 -20.476 9.119  0.4825
H: -8.695 -18.888 9.909  0.2541
H: -8.253 -19.998 12.034  -0.8311
H: -8.706 -22.541 10.414  0.2762
H: -8.479 -22.377 12.160  0.2478
C: -8.683 -18.228 17.268  -1.7037
C: -8.487 -18.790 15.884  1.5474
C: -9.142 -20.082 15.516  -0.3311
O: -9.687 -19.871 14.184  -0.2715
C: -9.876 -18.611 14.059  0.5932
O: -10.389 -18.014 13.087  -0.6464
O: -9.327 -17.932 15.061  -0.3904
H: -9.764 -18.289 17.398  0.4636
H: -8.385 -17.181 17.332  0.3653
H: -8.142 -18.704 18.085  0.3386
H: -7.437 -18.773 15.593  -0.4226
H: -9.925 -20.349 16.225  0.3960
H: -8.401 -20.879 15.580  0.1663
N: -8.202 -24.724 14.705  -0.0141
C: -7.141 -24.382 13.928  0.5547
C: -6.384 -25.528 13.596  -0.9307
C: -7.126 -26.557 14.177  -0.2425
C: -8.246 -26.097 14.730  -0.8526
H: -8.798 -24.107 15.238  0.2207
H: -6.988 -23.323 13.785  -0.0016
H: -5.442 -25.597 13.072  0.5234
H: -6.758 -27.571 14.228  0.4058
H: -8.991 -26.550 15.367  0.4011

Force components x, y, z for each atom (eV/Å):
N 0.412 -1.367 -0.057
C -0.539 -1.958 -0.365
C 0.885 -0.697 0.015
C -1.272 0.850 0.331
C 1.467 0.756 0.154
C -0.338 1.769 0.004
H -0.263 0.382 0.311
H -0.092 0.067 0.246
H -0.309 -0.124 -0.369
H -0.430 0.126 -0.214
H 0.508 0.220 -0.066
N 0.744 -0.140 0.214
C 0.092 1.948 0.023
C -0.935 -1.044 0.138
C 0.201 0.125 -0.515
C -0.460 -1.549 -0.122
C 0.738 0.573 0.371
H -0.042 -0.134 -0.230
H 0.342 0.189 0.120
H 0.112 0.065 0.101
H -0.402 0.154 0.101
H -0.380 -0.076 -0.127
C -0.690 -0.453 -0.798
C 0.315 -1.598 -1.279
C -1.405 -1.221 -0.836
O 0.984 -1.496 0.122
C 1.475 4.005 -0.422
O -1.822 -4.248 -0.314
O -0.881 3.093 2.261
H 0.322 0.141 0.091
H -0.095 -0.147 -0.111
H -0.205 -0.148 0.136
H 0.118 0.721 0.799
H 0.707 0.618 -0.404
H 1.119 0.659 0.615
C -0.225 0.077 0.528
C -0.229 1.142 -1.491
C -2.410 1.463 -0.681
O 0.683 -1.580 0.156
C 3.830 0.492 1.639
O -1.877 -0.808 -0.880
O -0.815 0.331 0.230
H 0.377 -0.403 0.203
H -0.408 -0.011 -0.132
H -0.284 0.052 0.303
H -0.115 0.576 0.205
H 0.796 -0.348 -0.037
H 0.619 -1.261 0.087
C 0.645 -1.132 -0.350
C -2.097 -0.437 -2.068
C -0.579 -0.139 -0.225
O 1.173 0.209 0.241
C 1.885 4.320 0.591
O -1.277 -4.838 -1.317
O -0.813 0.728 1.070
H 0.284 0.270 0.483
H -0.116 -0.371 0.086
H 0.290 0.535 0.517
H 0.358 0.106 0.288
H -0.048 0.467 -0.085
H 0.315 0.267 0.646
C 0.029 1.105 0.085
C -4.037 0.283 -0.262
C -0.804 0.867 0.469
O 2.672 0.518 0.418
C 5.370 0.889 2.002
O -2.892 -2.062 -1.502
O -0.651 0.854 -0.921
H 0.224 0.285 0.091
H 0.379 -0.853 0.238
H 0.157 -0.176 0.013
H -0.230 -0.597 0.101
H -0.036 -0.569 0.142
H -0.227 -0.458 -0.691
C 0.292 0.220 -0.110
C -2.086 1.019 -0.868
C -0.401 0.415 1.669
O 0.338 -0.673 -0.459
C 2.745 -0.566 -1.281
O -1.858 0.171 0.987
O 0.314 0.431 0.096
H 0.044 -0.581 0.364
H -0.141 0.116 -0.131
H 0.302 -0.007 -0.124
H 0.345 -0.473 0.348
H 0.394 0.030 -0.284
H -0.239 -0.079 -0.095
C -0.364 -0.196 0.366
C -0.497 1.034 -0.160
C 0.504 -1.367 1.019
O 0.455 -2.960 0.999
C -0.862 4.716 -3.434
O 1.049 -2.151 2.570
O 0.686 1.074 0.095
H 0.021 0.143 0.649
H -0.040 0.011 -0.415
H -0.123 -0.459 -0.211
H -0.068 0.288 -0.492
H -0.424 0.163 -0.271
H -0.171 -0.213 -0.841
N -0.054 -0.781 -0.968
C 1.511 0.669 -0.043
C -1.403 2.315 0.576
C 1.543 -2.391 -0.826
C -1.554 0.753 2.515
H 0.079 -0.129 -0.502
H 0.320 -0.075 -0.352
H -0.252 0.172 -0.062
H -0.418 -0.177 -0.202
H 0.111 -0.318 -0.231

The value obtained for the orbital gap is 8.5609 eV. As for the multiplicity: 1. The highest occupied orbital energy is -8.78 eV. As for the maximum force: 5.9 eV/A. As for the charge: 0. As for the SMILES: C[C@H]1COC(=O)O1.C[C@H]1COC(=O)O1.C[C@H]1COC(=O)O1.C[C@H]1COC(=O)O1.C[C@H]1COC(=O)O1.C[C@H]1COC(=O)O1.c1cc[nH]c1.c1ccncc1.c1ccncc1.

No. 2
Computed, not measured: a structure of composition C38H51N4O2SSbSi3V at a distorted geometry, with ωB97M-V/def2-TZVPD.

Each line ends with the Löwdin spin population.
Atoms and positions in Å:
V: 0.269 -0.790 0.101  1.8393
C: 6.848 -4.576 -1.000  0.0000
C: 5.761 -3.543 -1.054  0.0001
C: 6.026 -2.253 -1.508  0.0000
C: 5.015 -1.311 -1.594  0.0003
C: 3.729 -1.665 -1.216  0.0009
C: 3.442 -2.936 -0.739  0.0004
C: 4.459 -3.868 -0.666  0.0000
S: 2.480 -0.418 -1.313  0.0063
O: 1.221 -0.979 -1.844  0.0262
O: 3.023 0.694 -2.026  0.0026
N: 1.973 -0.086 0.175  -0.0085
C: 2.611 -0.141 1.401  0.0000
C: 3.916 0.165 1.705  0.0025
C: 4.358 0.077 3.036  -0.0042
C: 3.528 -0.326 4.046  0.0022
C: 2.188 -0.670 3.765  -0.0008
C: 1.263 -1.114 4.731  0.0232
C: -0.004 -1.452 4.336  -0.0016
C: -0.363 -1.347 2.990  0.0282
N: 0.463 -0.920 2.043  -0.0027
C: 1.733 -0.576 2.434  0.0124
H: 7.819 -4.135 -1.219  0.0000
H: 6.656 -5.361 -1.733  0.0000
H: 6.893 -5.044 -0.017  0.0000
H: 7.033 -1.983 -1.799  0.0000
H: 5.198 -0.310 -1.961  0.0000
H: 2.430 -3.190 -0.444  0.0002
H: 4.250 -4.868 -0.307  0.0000
H: 4.588 0.486 0.920  0.0002
H: 5.381 0.345 3.267  -0.0003
H: 3.886 -0.394 5.065  0.0001
H: 1.564 -1.187 5.768  0.0012
H: -0.740 -1.796 5.048  -0.0004
H: -1.356 -1.636 2.679  0.0007
C: -4.011 1.587 2.033  0.0018
Sb: -1.839 1.386 1.908  0.0184
C: -1.617 0.010 0.085  -0.0225
C: -1.917 -1.399 0.324  0.0244
C: -3.131 -1.975 0.702  -0.0034
C: -3.255 -3.351 0.789  0.0319
C: -2.156 -4.163 0.521  0.0022
C: -0.961 -3.559 0.195  0.0218
N: -0.840 -2.232 0.107  -0.0166
Si: -2.493 0.432 -1.571  0.0035
C: -1.952 1.993 -2.487  0.0009
C: -4.363 0.591 -1.300  -0.0018
C: -2.151 -1.049 -2.704  0.0018
C: -1.379 3.641 1.972  0.0011
C: -0.354 3.907 0.928  0.0003
C: 0.322 5.131 0.846  0.0000
C: 1.201 5.362 -0.191  0.0001
C: 1.379 4.384 -1.157  0.0000
C: 0.693 3.200 -0.999  0.0004
N: -0.122 2.952 0.028  0.0008
Si: -2.872 4.788 1.652  0.0001
C: -4.025 4.712 3.147  0.0000
C: -3.707 4.333 0.013  0.0001
C: -2.376 6.605 1.466  0.0000
Si: -0.535 3.810 3.692  0.0005
C: -0.436 5.592 4.313  0.0000
C: -1.447 2.825 5.030  0.0012
C: 1.218 3.119 3.497  0.0001
H: -4.492 0.666 1.711  0.0000
H: -4.399 2.429 1.467  0.0000
H: -4.232 1.738 3.090  0.0007
H: -3.972 -1.327 0.902  -0.0010
H: -4.205 -3.792 1.059  0.0017
H: -2.225 -5.240 0.569  -0.0005
H: -0.072 -4.143 -0.009  0.0008
H: -1.691 2.817 -1.829  0.0000
H: -2.776 2.318 -3.125  0.0002
H: -1.094 1.788 -3.129  0.0001
H: -4.611 1.366 -0.574  0.0000
H: -4.836 -0.338 -0.979  0.0000
H: -4.825 0.876 -2.248  -0.0002
H: -1.083 -1.278 -2.708  0.0005
H: -2.444 -0.825 -3.731  0.0001
H: -2.690 -1.947 -2.395  0.0003
H: 0.144 5.888 1.596  0.0000
H: 1.724 6.307 -0.262  0.0000
H: 2.031 4.523 -2.006  0.0000
H: 0.759 2.419 -1.740  0.0002
H: -4.225 3.697 3.491  0.0000
H: -4.981 5.185 2.913  0.0000
H: -3.588 5.264 3.982  0.0000
H: -3.542 3.294 -0.272  0.0001
H: -3.314 4.961 -0.790  0.0000
H: -4.784 4.508 0.055  0.0000
H: -1.802 6.976 2.317  0.0000
H: -3.283 7.210 1.397  0.0000
H: -1.796 6.782 0.560  0.0000
H: -1.421 6.054 4.390  0.0000
H: 0.184 6.226 3.678  0.0000
H: 0.003 5.601 5.314  0.0000
H: -2.342 3.351 5.369  0.0000
H: -0.799 2.694 5.899  0.0001
H: -1.748 1.833 4.689  0.0009
H: 1.923 3.895 3.192  0.0000
H: 1.245 2.341 2.733  0.0001
H: 1.590 2.688 4.429  0.0000

Force components x, y, z for each atom (eV/Å):
V -0.788 2.477 -2.153
C -0.037 0.012 0.016
C 0.076 0.086 -0.033
C -0.077 -0.082 0.039
C -0.055 0.085 -0.029
C -0.206 0.275 0.010
C -0.072 -0.014 0.024
C -0.058 0.009 0.026
S 0.996 0.466 -0.490
O -0.152 -0.172 0.113
O -0.001 -0.086 0.170
N 1.764 0.503 -0.481
C 0.697 0.107 0.791
C -0.443 0.009 -0.346
C 0.107 -0.039 0.350
C 0.159 0.058 -0.036
C -0.177 0.080 -0.255
C -0.065 0.003 -0.098
C 0.030 0.006 0.207
C 0.217 -0.036 -0.223
N 0.545 -0.439 2.432
C 0.363 0.093 0.132
H 0.017 -0.025 0.004
H 0.027 -0.017 0.010
H 0.009 -0.015 -0.005
H 0.003 -0.016 -0.025
H 0.066 -0.023 -0.012
H 0.019 -0.063 -0.010
H -0.027 -0.001 0.001
H 0.016 0.045 0.026
H 0.009 -0.029 -0.035
H 0.007 0.027 -0.001
H -0.005 -0.015 0.009
H -0.002 -0.014 -0.008
H -0.035 0.003 -0.005
C 0.306 -0.133 0.107
Sb -0.398 0.245 -0.141
C -0.090 1.426 -0.255
C -0.536 -0.202 0.115
C -0.076 -0.195 0.095
C 0.083 0.154 -0.021
C 0.021 0.028 -0.004
C -0.148 -0.125 0.020
N -2.305 -3.376 0.015
Si -0.109 -0.016 -0.204
C 0.052 -0.254 0.258
C 0.283 -0.071 -0.023
C -0.091 0.227 0.186
C -0.127 -0.403 0.022
C 0.159 0.159 -0.197
C 0.081 0.017 0.120
C 0.006 0.145 0.031
C 0.069 -0.116 -0.082
C 0.073 -0.029 0.088
N -0.206 -0.304 -0.004
Si -0.142 0.141 0.081
C 0.111 -0.076 -0.172
C 0.129 0.023 0.201
C 0.023 -0.222 0.066
Si 0.046 -0.042 0.248
C -0.031 -0.199 -0.133
C -0.051 0.205 -0.234
C -0.168 0.101 0.037
H 0.024 0.004 -0.033
H -0.045 -0.149 0.017
H -0.018 -0.082 -0.055
H 0.013 -0.003 -0.034
H -0.004 -0.002 0.006
H 0.017 -0.004 -0.004
H 0.011 0.033 0.003
H -0.100 0.012 0.011
H -0.024 -0.070 -0.030
H 0.023 -0.015 0.002
H 0.000 -0.006 -0.036
H 0.016 -0.018 0.003
H 0.010 -0.017 -0.026
H 0.008 -0.011 -0.079
H -0.019 0.021 -0.007
H -0.012 -0.007 0.016
H 0.050 -0.004 -0.095
H 0.005 0.005 0.020
H 0.019 0.043 -0.027
H 0.207 -0.167 -0.055
H -0.017 0.170 0.003
H -0.020 0.005 -0.013
H 0.017 0.029 -0.008
H 0.006 0.026 -0.041
H 0.055 0.002 0.005
H -0.024 -0.010 0.026
H -0.028 0.025 -0.017
H -0.062 -0.045 0.004
H -0.038 -0.008 0.002
H -0.001 -0.021 0.021
H 0.012 -0.003 0.057
H 0.033 -0.049 0.004
H -0.021 0.011 -0.027
H 0.053 0.028 -0.013
H 0.025 -0.020 0.109
H -0.036 0.012 -0.036
H 0.021 -0.092 -0.053
H -0.047 0.010 0.050

The energy above the lowest of the compared OMol25 structures with the same formula, charge and spin comes out at 0.562 eV. The value obtained for the orbital gap (spin up / spin down) is 6.5191 / 6.5797 eV. As for the multiplicity: 3. The highest occupied orbital energy (spin up / spin down) is -9.72 / -9.88 eV. As for the maximum force: 4.1 eV/A. As for the charge: +1.

- Which of these has the highest maximum force?
  C38H51N3O18